Record 1
C52H47N2P3Rh | wB97M-V/def2-TZVPD

Last column: Mulliken spin population.
Positions of all 105 atoms, in Å:
Rh: 0.369 -1.379 -0.540  1.49
C: -2.184 -1.496 1.588  0.11
P: -1.324 -2.737 0.489  0.11
C: -0.833 -4.082 1.609  0.03
C: -1.626 -4.549 2.658  -0.01
C: -1.195 -5.602 3.447  0.00
C: 0.028 -6.210 3.190  0.00
C: 0.818 -5.763 2.143  0.00
C: 0.388 -4.699 1.359  0.01
C: -2.696 -3.407 -0.493  -0.03
C: -3.942 -3.709 0.060  0.00
C: -4.960 -4.210 -0.734  0.00
C: -4.744 -4.418 -2.091  0.00
C: -3.511 -4.121 -2.651  0.01
C: -2.493 -3.612 -1.855  0.02
C: -1.114 -0.647 2.165  0.24
C: -0.779 -0.324 3.539  0.09
C: 0.445 0.266 3.497  0.08
C: 0.826 0.294 2.101  0.23
C: 2.112 0.584 1.435  0.12
P: 2.562 -0.983 0.492  0.22
C: 3.535 -0.361 -0.913  0.00
C: 2.987 0.663 -1.689  0.07
C: 3.601 1.058 -2.867  -0.01
C: 4.761 0.425 -3.292  0.01
C: 5.300 -0.608 -2.539  0.00
C: 4.688 -1.005 -1.356  0.01
C: 3.747 -1.748 1.641  0.02
C: 5.018 -1.215 1.867  0.01
C: 5.842 -1.771 2.832  0.00
C: 5.402 -2.853 3.588  0.00
C: 4.136 -3.374 3.381  0.00
C: 3.311 -2.823 2.408  0.00
N: -0.155 -0.223 1.335  0.04
H: -2.820 -1.948 2.346  0.01
H: -2.809 -0.890 0.922  0.03
H: -2.588 -4.098 2.868  0.00
H: -1.815 -5.954 4.261  0.00
H: 0.360 -7.036 3.806  0.00
H: 1.769 -6.237 1.936  0.00
H: 1.002 -4.337 0.542  0.00
H: -4.129 -3.551 1.115  0.00
H: -5.922 -4.439 -0.296  0.00
H: -5.540 -4.810 -2.710  0.00
H: -3.342 -4.281 -3.708  0.00
H: -1.531 -3.375 -2.294  0.00
H: -1.387 -0.535 4.405  0.00
H: 1.038 0.631 4.320  0.00
H: 2.905 0.886 2.115  0.00
H: 1.934 1.362 0.687  0.00
H: 2.063 1.150 -1.388  -0.07
H: 3.167 1.858 -3.455  0.00
H: 5.243 0.733 -4.211  0.00
H: 6.202 -1.107 -2.870  0.00
H: 5.117 -1.815 -0.780  0.00
H: 5.366 -0.367 1.290  0.00
H: 6.829 -1.359 2.999  0.00
H: 6.049 -3.283 4.342  0.00
H: 3.785 -4.209 3.974  0.00
H: 2.318 -3.224 2.256  0.00
C: -2.087 5.554 -0.540  0.00
C: -0.588 5.592 -0.396  0.00
C: 0.018 6.825 -0.168  0.00
C: 1.393 6.954 -0.050  0.00
C: 2.202 5.835 -0.162  0.00
C: 1.613 4.597 -0.370  0.00
C: 0.228 4.452 -0.486  0.00
P: -0.334 2.723 -0.696  0.12
C: -1.803 2.644 0.421  -0.01
C: -1.412 2.798 1.756  0.08
C: -2.302 2.673 2.805  0.01
C: -3.627 2.362 2.535  -0.01
C: -4.032 2.216 1.220  0.00
C: -3.151 2.363 0.144  -0.01
C: -3.743 2.273 -1.240  0.01
C: -0.831 2.639 -2.459  0.16
C: -0.734 3.712 -3.329  -0.15
C: -0.932 3.558 -4.700  0.21
C: -1.225 2.301 -5.229  -0.09
C: -1.323 1.214 -4.389  0.25
C: -1.137 1.350 -2.992  0.11
C: -1.298 0.230 -2.163  0.36
H: -2.440 6.472 -1.010  0.00
H: -2.574 5.470 0.435  0.00
H: -2.427 4.714 -1.142  0.00
H: -0.607 7.708 -0.095  0.00
H: 1.830 7.929 0.122  0.00
H: 3.278 5.922 -0.081  0.00
H: 2.241 3.716 -0.444  0.00
H: -0.373 3.026 1.975  -0.04
H: -1.963 2.814 3.824  0.00
H: -4.344 2.258 3.340  0.00
H: -5.074 2.010 1.005  0.00
H: -4.827 2.366 -1.183  0.00
H: -3.520 1.323 -1.727  0.00
H: -3.374 3.059 -1.897  0.00
H: -0.475 4.691 -2.944  0.01
H: -0.851 4.417 -5.352  0.01
H: -1.378 2.178 -6.293  0.00
H: -1.558 0.234 -4.787  0.00
H: -1.602 -0.713 -2.600  -0.07
H: -1.329 0.338 -1.083  0.11
N: 1.652 -3.339 -2.659  0.03
C: 1.081 -2.487 -2.111  0.05
H: 2.151 -4.093 -3.080  0.00

Values from the calculation:
molar mass = 895.79 g mol⁻¹
orbital gap (alpha / beta) = 7.145 / 5.905 eV
2S+1 = 5
HOMO level (alpha / beta) = -8.771 / -10.096 eV
charge = +1
max |F| = 0.41 eV Å⁻¹



Record 2
C52H49AsCl7MnN3O2P2 | wB97M-V/def2-TZVPD

Last column: Mulliken spin population.
Positions of all 117 atoms, in Å:
Mn: -0.381 0.023 1.078  4.49
Cl: -2.209 -0.541 3.954  0.01
C: -1.027 -1.755 3.659  -0.14
C: -0.297 -1.635 2.500  0.30
C: 0.656 -2.644 2.303  -0.15
Cl: 1.549 -2.637 0.865  0.01
C: 0.913 -3.607 3.266  -0.02
Cl: 2.208 -4.724 3.050  0.00
C: 0.188 -3.655 4.425  0.01
Cl: 0.525 -4.774 5.667  0.00
C: -0.843 -2.743 4.675  -0.02
Cl: -1.904 -2.784 6.008  0.00
Cl: -5.093 -1.446 -0.760  0.00
C: -4.460 -1.259 0.907  0.00
Cl: -5.703 -1.534 2.116  0.00
C: -3.609 0.074 1.029  0.04
O: -4.071 1.115 1.425  0.01
O: -2.438 -0.135 0.580  0.10
H: -3.717 -2.063 1.073  0.00
N: -3.529 5.363 4.622  0.00
C: -3.914 5.862 5.860  0.00
C: -5.130 6.278 6.271  0.00
C: -5.165 6.701 7.586  0.00
C: -4.035 6.689 8.412  0.00
C: -2.818 6.195 7.945  0.00
C: -2.777 5.763 6.620  0.00
N: -1.724 5.070 5.930  0.00
C: -2.238 4.778 4.757  0.01
C: -1.533 3.925 3.813  0.00
C: -1.954 3.825 2.512  0.00
C: -1.388 2.869 1.713  0.08
N: -0.562 1.947 2.171  0.00
C: -0.040 2.122 3.394  0.06
C: -0.478 3.080 4.277  0.00
H: -4.294 5.017 3.996  0.00
H: -5.983 6.406 5.586  0.00
H: -6.127 6.850 8.043  0.00
H: -4.151 6.803 9.476  0.00
H: -1.928 6.094 8.613  0.00
H: -2.725 4.455 2.162  0.00
H: -1.629 2.756 0.700  -0.01
H: 0.689 1.372 3.677  -0.02
H: -0.129 3.093 5.289  0.00
C: 1.220 -0.957 -2.344  0.04
C: 1.127 -1.437 -3.788  0.00
As: 2.812 -2.154 -4.257  0.00
C: 2.455 -3.302 -5.848  0.00
C: 3.544 -4.012 -6.278  0.00
C: 3.467 -4.951 -7.286  0.00
C: 2.278 -5.045 -8.038  0.00
C: 1.153 -4.300 -7.632  0.00
C: 1.222 -3.407 -6.552  0.00
C: 2.796 -3.776 -3.006  0.00
C: 1.642 -4.484 -2.758  0.00
C: 1.632 -5.589 -1.911  0.00
C: 2.803 -5.852 -1.214  0.00
C: 3.946 -5.063 -1.385  0.00
C: 3.945 -4.003 -2.231  0.00
P: -0.301 -0.433 -1.489  0.06
C: -0.730 1.064 -2.416  -0.02
C: -2.047 1.558 -2.234  0.02
C: -2.497 2.799 -2.712  0.00
C: -1.611 3.537 -3.481  0.00
C: -0.310 3.121 -3.663  0.00
C: 0.111 1.873 -3.198  0.01
C: -1.501 -1.649 -2.039  -0.06
C: -2.464 -1.393 -3.076  0.00
C: -3.260 -2.438 -3.596  0.00
C: -3.058 -3.730 -3.121  0.00
C: -2.212 -3.928 -2.067  0.00
C: -1.433 -2.930 -1.559  0.01
H: 1.854 -0.048 -2.314  0.00
H: 1.530 -1.761 -1.678  0.01
H: 0.911 -0.566 -4.424  0.00
H: 0.288 -2.105 -3.933  0.00
H: 4.481 -3.822 -5.732  0.00
H: 4.266 -5.554 -7.605  0.00
H: 2.135 -5.640 -8.857  0.00
H: 0.256 -4.363 -8.115  0.00
H: 0.336 -2.770 -6.364  0.00
H: 0.710 -4.199 -3.228  0.00
H: 0.782 -6.234 -1.721  0.00
H: 2.918 -6.559 -0.442  0.00
H: 4.854 -5.304 -0.860  0.00
H: 4.934 -3.418 -2.369  0.00
H: -2.651 0.896 -1.601  -0.01
H: -3.536 3.082 -2.573  0.00
H: -1.968 4.443 -3.958  0.00
H: 0.464 3.676 -4.165  0.00
H: 1.072 1.494 -3.417  0.00
H: -2.556 -0.454 -3.552  0.00
H: -3.994 -2.167 -4.363  0.00
H: -3.683 -4.509 -3.525  0.00
H: -2.185 -4.938 -1.591  0.00
H: -0.757 -3.134 -0.731  -0.01
C: 2.599 4.086 0.011  0.00
C: 1.565 2.988 -0.156  0.00
P: 2.146 1.415 0.515  0.16
C: 3.490 1.004 -0.628  0.00
C: 4.152 -0.321 -0.313  0.02
C: 3.114 1.932 2.039  -0.01
C: 3.255 0.786 3.036  0.03
H: 2.239 5.070 -0.253  0.00
H: 3.414 3.704 -0.604  0.00
H: 2.897 4.214 1.032  0.00
H: 1.361 2.896 -1.277  0.00
H: 0.691 3.194 0.475  0.02
H: 4.279 1.761 -0.597  0.00
H: 3.153 0.968 -1.688  0.00
H: 4.215 -0.459 0.759  0.00
H: 5.171 -0.368 -0.700  0.00
H: 3.564 -1.129 -0.650  -0.01
H: 2.643 2.863 2.436  -0.01
H: 4.101 2.121 1.639  0.00
H: 2.372 0.192 3.281  -0.01
H: 3.632 1.291 3.944  0.00
H: 4.031 0.035 2.745  0.00

Values from the calculation:
molar mass = 1187.96 g mol⁻¹
orbital gap (alpha / beta) = 7.522 / 7.877 eV
2S+1 = 6
HOMO level (alpha / beta) = -8.117 / -8.544 eV
charge = 0
max |F| = 3.71 eV Å⁻¹



Record 3
C52H49AsCl7MnN3O2P2 | wB97M-V/def2-TZVPD

Last column: Mulliken spin population.
Positions of all 117 atoms, in Å:
Mn: -0.889 -31.420 6.111  4.93
Cl: 1.731 -31.714 7.986  0.01
C: 0.388 -31.023 8.879  -0.17
C: -0.807 -30.814 8.112  0.23
C: -1.803 -30.186 8.877  -0.16
Cl: -3.396 -29.809 8.233  0.01
C: -1.667 -29.921 10.273  -0.03
Cl: -2.913 -29.332 11.235  0.00
C: -0.368 -30.058 10.868  0.02
Cl: -0.070 -29.445 12.425  0.00
C: 0.617 -30.717 10.211  -0.01
Cl: 2.139 -30.810 10.942  0.00
Cl: -1.015 -35.635 3.206  0.00
C: -2.318 -34.591 3.877  0.00
Cl: -3.319 -33.850 2.626  0.00
C: -1.740 -33.491 4.737  -0.01
O: -2.606 -32.649 5.168  0.03
O: -0.531 -33.389 4.993  0.04
H: -2.945 -35.247 4.359  0.00
N: -4.246 -26.434 1.804  0.00
C: -4.348 -25.197 1.185  0.00
C: -5.203 -24.571 0.259  0.00
C: -4.912 -23.323 -0.243  0.00
C: -3.761 -22.713 0.192  0.00
C: -2.866 -23.323 1.024  0.00
C: -3.121 -24.559 1.536  0.00
N: -2.402 -25.363 2.404  0.00
C: -3.075 -26.430 2.544  0.01
C: -2.780 -27.512 3.455  0.00
C: -3.190 -28.803 3.238  -0.01
C: -2.690 -29.849 4.115  0.01
N: -1.812 -29.566 5.071  -0.05
C: -1.547 -28.318 5.346  -0.09
C: -1.994 -27.259 4.565  -0.01
H: -4.956 -27.176 1.888  0.00
H: -6.023 -25.141 -0.155  0.00
H: -5.467 -22.774 -1.018  0.00
H: -3.421 -21.787 -0.210  0.00
H: -1.874 -22.871 1.285  0.00
H: -3.862 -29.005 2.393  0.00
H: -3.053 -30.835 3.987  0.01
H: -0.948 -28.133 6.174  0.12
H: -1.802 -26.325 5.000  0.00
C: -1.256 -24.592 9.372  0.00
C: -0.204 -23.616 10.021  0.00
As: -0.800 -22.320 11.381  0.00
C: 1.058 -21.626 11.698  0.00
C: 2.247 -22.205 11.255  0.00
C: 3.529 -21.649 11.519  0.00
C: 3.565 -20.540 12.304  0.00
C: 2.377 -19.984 12.838  0.00
C: 1.150 -20.576 12.631  0.00
C: -1.061 -23.570 12.880  0.00
C: 0.035 -24.138 13.410  0.00
C: -0.060 -25.198 14.295  0.00
C: -1.290 -25.667 14.644  0.00
C: -2.444 -25.040 14.163  0.00
C: -2.319 -24.001 13.290  0.00
P: -0.685 -25.471 7.878  0.00
C: -0.584 -24.093 6.571  0.00
C: 0.035 -24.465 5.407  0.00
C: 0.082 -23.638 4.322  0.00
C: -0.411 -22.349 4.454  0.00
C: -0.987 -21.926 5.631  0.00
C: -0.983 -22.742 6.746  0.00
C: 1.072 -25.851 8.244  0.00
C: 2.233 -25.165 7.855  0.00
C: 3.469 -25.782 8.011  0.00
C: 3.494 -27.107 8.391  0.00
C: 2.338 -27.859 8.756  0.00
C: 1.103 -27.205 8.693  0.00
H: -2.230 -24.126 9.100  0.00
H: -1.473 -25.381 10.165  0.00
H: 0.345 -23.091 9.227  0.00
H: 0.502 -24.278 10.425  0.00
H: 2.194 -23.076 10.570  0.00
H: 4.381 -22.032 10.917  0.00
H: 4.472 -20.022 12.591  0.00
H: 2.447 -19.181 13.498  0.00
H: 0.305 -19.946 12.915  0.00
H: 0.998 -23.752 13.063  0.00
H: 0.831 -25.673 14.714  0.00
H: -1.395 -26.560 15.221  0.00
H: -3.424 -25.422 14.384  0.00
H: -3.138 -23.549 12.811  0.00
H: 0.585 -25.406 5.283  0.00
H: 0.607 -23.970 3.432  0.00
H: -0.300 -21.608 3.630  0.00
H: -1.347 -20.950 5.841  0.00
H: -1.397 -22.456 7.679  0.00
H: 2.182 -24.248 7.355  0.00
H: 4.490 -25.351 7.918  0.00
H: 4.503 -27.485 8.335  0.00
H: 2.504 -28.840 9.236  0.00
H: 0.128 -27.686 8.977  0.00
C: 2.167 -27.829 4.345  0.00
C: 1.905 -28.960 5.324  -0.03
P: 1.238 -30.623 4.715  0.11
C: 0.755 -30.179 2.969  -0.01
C: -0.066 -31.288 2.377  0.01
C: 2.702 -31.804 4.679  -0.02
C: 2.268 -33.298 4.747  0.01
H: 2.781 -27.053 4.818  0.00
H: 1.209 -27.414 4.071  0.00
H: 2.638 -28.205 3.420  0.00
H: 1.325 -28.664 6.176  0.00
H: 2.913 -29.358 5.711  0.00
H: 1.578 -29.786 2.394  0.00
H: 0.129 -29.287 3.151  0.01
H: 0.413 -32.281 2.238  0.00
H: -0.517 -31.028 1.386  0.00
H: -0.951 -31.365 3.125  0.01
H: 3.307 -31.531 5.599  0.00
H: 3.339 -31.693 3.784  0.00
H: 1.948 -33.516 5.792  0.00
H: 3.166 -33.871 4.628  0.00
H: 1.492 -33.540 4.059  0.00

Values from the calculation:
molar mass = 1187.96 g mol⁻¹
orbital gap (alpha / beta) = 7.918 / 7.862 eV
2S+1 = 6
HOMO level (alpha / beta) = -8.234 / -8.235 eV
charge = 0
max |F| = 3.66 eV Å⁻¹



| no. | E (hartree) |
| --- | --- |
| 1 | -3253.59094 |
| 2 | -9616.50325 |
| 3 | -9616.48061 |